[1]
Molecular formula: C35H62N8O3
Method: DFT, the ωB97M-V functional and the def2-TZVPD basis

## Properties
**SMILES string**: C#C[C@H](CCCCCCCCCCC)O[C@@H](C[C@@H](O)CN)[C@H](N=C(C)C)OC.CC#N.CC#N.CC#N.CC#N.CC#N.CC#N
**M**: 642.9 u
**Highest occupied orbital energy**: -7.855 eV
**Spin multiplicity**: 1
**E_LUMO**: 0.4625 eV
**Charge**: 0
**Kohn-Sham gap**: 8.32 eV

Cartesian coordinates (Å):
C1 1.55798 -1.61789 2.68540
C2 1.89659 -0.72825 1.94425
C3 2.53817 0.50271 1.25183
C4 1.31926 1.33269 0.60936
C5 0.92297 0.54222 -0.73278
C6 -0.63170 0.66733 -1.06311
C7 -1.56046 0.02640 0.04943
C8 -2.78231 -0.76127 -0.61305
C9 -3.99742 0.24518 -0.96769
C10 -5.39330 -0.31003 -0.37751
C11 -6.62559 0.17372 -1.28528
C12 -7.40559 -1.07176 -1.93896
C13 -8.98760 -0.88328 -1.73162
C14 -9.36267 -1.13661 -0.20729
O1 3.41215 0.19971 0.17171
C15 4.35985 -0.83934 0.48672
C16 3.86827 -2.14868 -0.26638
C17 4.90601 -3.34016 -0.28443
O2 4.36217 -4.36872 0.59531
C18 4.84226 -3.99534 -1.75731
N1 5.89943 -3.45750 -2.64280
C19 5.75116 -0.33321 -0.12697
N2 5.86872 -0.56215 -1.58149
C20 5.98418 0.51040 -2.29079
C21 4.91555 1.65008 -2.42003
C22 7.34241 0.71999 -3.09232
O3 6.87009 -0.79600 0.63707
C23 8.10202 -0.31006 0.11574
H1 1.13436 -2.50337 3.20551
H2 3.00786 1.21594 1.99880
H3 0.43587 1.39351 1.29387
H4 1.70013 2.33873 0.26624
H5 1.49927 0.96820 -1.60164
H6 1.12312 -0.56512 -0.64448
H7 -0.90077 1.72013 -1.34637
H8 -0.78514 0.03981 -1.99778
H9 -1.03701 -0.73533 0.69569
H10 -2.02585 0.87259 0.62198
H11 -2.50633 -1.24183 -1.59501
H12 -3.19253 -1.56340 0.05861
H13 -3.85817 1.25672 -0.47610
H14 -4.06475 0.38332 -2.08963
H15 -5.53064 0.06701 0.67729
H16 -5.38839 -1.43419 -0.40945
H17 -6.16061 0.71787 -2.15998
H18 -7.33016 0.81957 -0.69447
H19 -7.20435 -1.07826 -3.04606
H20 -7.14970 -2.04281 -1.43423
H21 -9.51951 -1.58395 -2.42821
H22 -9.20713 0.18280 -2.02461
H23 -9.16546 -2.22577 0.01001
H24 -8.72106 -0.47973 0.45100
H25 -10.45732 -0.92718 -0.04122
H26 4.55609 -0.98872 1.58240
H27 3.54274 -1.80681 -1.29289
H28 2.93326 -2.54443 0.22979
H29 5.94963 -3.06528 0.02023
H30 5.10305 -4.93204 0.88548
H31 3.85586 -3.70142 -2.23141
H32 4.82731 -5.11655 -1.66184
H33 6.76483 -3.97998 -2.50246
H34 5.61142 -3.49353 -3.62535
H35 5.72349 0.79859 0.01888
H36 4.94190 2.14909 -3.42360
H37 3.88209 1.33075 -2.10200
H38 5.21514 2.45347 -1.66822
H39 8.08537 1.21215 -2.40862
H40 7.68636 -0.31091 -3.37159
H41 7.15566 1.36640 -4.00101
H42 8.09752 0.81277 -0.07234
H43 8.98416 -0.50757 0.78320
H44 8.35381 -0.77208 -0.88598
C24 -8.52845 2.49554 1.92125
C25 -7.06065 2.60393 1.73594
N3 -5.92353 2.69016 1.59332
H45 -9.00039 3.45170 1.69734
H46 -8.93102 1.73326 1.25354
H47 -8.75195 2.22104 2.95179
C26 -1.87814 0.01541 4.15965
C27 -2.97949 -0.55696 3.34623
N4 -3.82842 -0.99945 2.71045
H48 -1.07259 -0.71219 4.25703
H49 -1.49025 0.91277 3.67767
H50 -2.24680 0.27458 5.15210
C28 7.45896 -5.75226 3.50691
C29 6.38555 -6.36442 2.68471
N5 5.55338 -6.83856 2.04871
H51 8.27517 -6.46234 3.63816
H52 7.83979 -4.85863 3.01248
H53 7.06477 -5.47750 4.48494
C30 -5.27217 6.49491 2.95929
C31 -6.66477 6.00676 3.10523
N6 -7.74148 5.62387 3.21825
H54 -4.66578 5.73641 2.46373
H55 -5.26006 7.40718 2.36317
H56 -4.84873 6.70501 3.94122
C32 10.38329 -2.37055 -4.01947
C33 10.29571 -1.12046 -3.22508
N7 10.22793 -0.15306 -2.61018
H57 10.34108 -2.13698 -5.08314
H58 11.32148 -2.88131 -3.80376
H59 9.55224 -3.02891 -3.76591
C34 -10.00121 6.87933 0.92476
C35 -11.22934 6.70903 0.10783
N8 -12.17959 6.57733 -0.52414
H60 -9.94828 6.09920 1.68360
H61 -9.11978 6.81486 0.28701
H62 -10.01446 7.85200 1.41591

Atom charges from the Löwdin analysis, given in e for atoms 1 to 4: 0.10, -0.08, -0.31, -0.11

[2]
Molecular formula: C3H5NO2
Method: DFT, the ωB97M-V functional and the def2-TZVPD basis

## Properties
**SMILES string**: [H]/N=C\C.O=C=O
**M**: 87.1 u
**Highest occupied orbital energy**: -10.074 eV
**Spin multiplicity**: 1
**E_LUMO**: 0.5463 eV
**Charge**: 0
**Kohn-Sham gap**: 10.62 eV
**Relative energy (zero: lowest compared OMol25 entry of this formula, charge and spin)**: 0.555 eV

Cartesian coordinates (Å):
H1 0.78682 -2.10007 0.12385
N1 0.11481 -1.66829 0.76198
C1 0.27699 -0.38404 0.76823
C2 1.42432 0.28073 0.07068
H2 -0.38212 0.25201 1.38246
H3 1.74823 -0.30211 -0.79459
H4 2.25346 0.36131 0.78035
H5 1.13961 1.28674 -0.24391
O1 -1.49769 1.42220 -1.23025
C3 -2.45503 0.75578 -0.95241
O2 -3.40940 0.09574 -0.66639

Atom charges from the Löwdin analysis, given in e for atoms 1 to 4: 0.04, 0.07, -0.31, -0.10

[3]
Molecular formula: C21H18ClN5O3
Method: DFT, the ωB97M-V functional and the def2-TZVPD basis

## Properties
**SMILES string**: COc1ccc(-c2cc3c(=O)n(CC(=O)Nc4cccc(Cl)c4)nc(C)n3n2)cc1
**M**: 423.9 u
**Highest occupied orbital energy**: -8.187 eV
**Spin multiplicity**: 1
**E_LUMO**: 0.3860 eV
**Charge**: 0
**Kohn-Sham gap**: 8.57 eV

Cartesian coordinates (Å):
C1 4.04362 -2.13816 6.19346
O1 2.80825 -2.62174 5.72405
C2 2.39700 -2.26416 4.47930
C3 3.10667 -1.44412 3.60741
C4 2.58954 -1.14664 2.36050
C5 1.35988 -1.65469 1.95284
C6 0.79805 -1.33295 0.65536
C7 1.35875 -0.53488 -0.36864
C8 0.40605 -0.50695 -1.36177
C9 0.27221 0.20983 -2.61510
O2 1.10948 0.93129 -3.12010
N1 -0.97471 0.04488 -3.18821
C10 -1.32864 0.85034 -4.33354
C11 -1.00437 2.33982 -4.18922
O3 -0.72429 3.00127 -5.15976
N2 -1.04822 2.90982 -2.95146
C12 -1.40583 2.36328 -1.71019
C13 -2.65019 1.76901 -1.51818
C14 -2.97381 1.23008 -0.28608
C15 -2.07627 1.27480 0.76677
C16 -0.84973 1.89353 0.57642
Cl1 0.28711 1.94465 1.87541
C17 -0.51194 2.45030 -0.64444
N3 -1.94739 -0.76787 -2.73250
C18 -1.79507 -1.41565 -1.63927
C19 -2.85218 -2.31487 -1.11382
N4 -0.64274 -1.27419 -0.90790
N5 -0.40943 -1.76955 0.29655
C20 0.65180 -2.47624 2.83493
C21 1.16051 -2.77711 4.07522
H1 4.15905 -2.54864 7.19532
H2 4.87345 -2.47871 5.56587
H3 4.05296 -1.04484 6.24789
H4 4.06213 -1.02978 3.88857
H5 3.15527 -0.50541 1.70259
H6 2.30738 -0.04301 -0.38771
H7 -0.77690 0.51735 -5.21951
H8 -2.39633 0.71137 -4.51283
H9 -0.57487 3.80497 -2.91991
H10 -3.35410 1.72556 -2.33397
H11 -3.93873 0.76814 -0.14561
H12 -2.31831 0.83956 1.72273
H13 0.45002 2.91731 -0.78614
H14 -2.48531 -3.33965 -1.08932
H15 -3.09376 -2.02722 -0.09275
H16 -3.73153 -2.25364 -1.74552
H17 -0.30232 -2.86845 2.52071
H18 0.62227 -3.41036 4.76275

Atom charges from the Löwdin analysis, given in e for atoms 1 to 4: -0.09, -0.08, -0.27, -0.01

[4]
Molecular formula: C25H30GeN5PdSSe
Method: DFT, the ωB97M-V functional and the def2-TZVPD basis

## Properties
**M**: 690.6 u
**Highest occupied orbital energy (alpha / beta)**: -8.559 / -8.559 eV
**Spin multiplicity**: 1
**E_LUMO (alpha / beta)**: -4.2776 / -4.2780 eV
**Charge**: +1
**Kohn-Sham gap (alpha / beta)**: 4.28 / 4.28 eV
**Relative energy (zero: lowest compared OMol25 entry of this formula, charge and spin)**: 1.965 eV

Cartesian coordinates (Å):
Pd1 0.09114 -0.11136 -0.15732
N1 -1.55748 3.34776 -2.31379
C1 -1.00199 2.14709 -2.07666
N2 -0.55310 1.77361 -0.92104
C2 -0.64875 2.64969 0.17716
N3 -0.26457 2.23431 1.35719
N4 0.16691 1.01693 1.44501
C3 0.52184 0.41010 2.56567
C4 0.92022 -0.93334 2.44875
C5 1.35411 -1.71173 3.54420
C6 1.71036 -3.01877 3.35878
C7 1.67591 -3.55449 2.06224
C8 1.25875 -2.75137 1.02097
N5 0.86809 -1.48759 1.18591
C9 -1.17933 3.97488 -0.02678
C10 -1.26583 4.92062 0.99609
C11 -1.77553 6.17769 0.73210
C12 -2.20687 6.51232 -0.54329
C13 -2.14693 5.57944 -1.56832
C14 -1.63996 4.31860 -1.31211
H1 -1.91787 3.57296 -3.23083
H2 -0.92916 1.46488 -2.91806
H3 0.50846 0.94212 3.50834
H4 1.38394 -1.24975 4.51772
H5 2.00958 -3.63343 4.19329
H6 1.96379 -4.57665 1.88179
H7 1.23800 -3.13980 0.00648
H8 -0.92593 4.64864 1.98130
H9 -1.83275 6.90839 1.52305
H10 -2.58799 7.50039 -0.74701
H11 -2.48333 5.83352 -2.56273
C15 1.89159 -0.65287 -5.51273
Ge1 1.21723 -2.43994 -4.99254
C16 -0.69601 -2.60250 -5.48689
C17 2.26833 -3.91640 -5.80415
C18 1.33599 -2.40051 -2.96018
Se1 -0.06268 -1.19676 -2.29833
C19 -1.44377 -2.51626 -1.93553
H12 1.77274 -0.48354 -6.57840
H13 2.94624 -0.54561 -5.27406
H14 1.34132 0.12019 -4.97978
H15 -0.80676 -2.47351 -6.55948
H16 -1.28897 -1.83527 -4.99389
H17 -1.10075 -3.57787 -5.23279
H18 2.18320 -3.83825 -6.88548
H19 1.88797 -4.89091 -5.50989
H20 3.32241 -3.86304 -5.54739
H21 2.28978 -1.97239 -2.65761
H22 1.21397 -3.36568 -2.47552
H23 -1.63736 -3.10678 -2.82624
H24 -2.34090 -1.97444 -1.63989
H25 -1.11758 -3.15901 -1.11872
S1 -2.53140 -0.29831 0.73975
C20 -3.93035 -1.30536 0.55108
C21 -4.29128 -2.17540 1.58606
C22 -5.46780 -2.88958 1.51499
C23 -6.30246 -2.75387 0.41440
C24 -5.95006 -1.89202 -0.61731
C25 -4.77262 -1.17560 -0.55926
H26 -3.64336 -2.25755 2.44484
H27 -5.73622 -3.55222 2.32471
H28 -7.22485 -3.30805 0.36055
H29 -6.60543 -1.77454 -1.46916
H30 -4.51171 -0.49245 -1.35411

Atom charges from the Löwdin analysis, given in e for atoms 1 to 4: 0.65, 0.15, -0.13, 0.01

Which formula does entry 3 have?
C21H18ClN5O3